[1]
A 6-piece molecular cluster, C18H52N8O6 overall at a distorted geometry, computed with ωB97M-V/def2-TZVPD.

The geometry in XYZ format:
```
84
Properties=species:S:1:pos:R:3:lowdin_charge:R:1
C -20.237 9.315 6.904 -0.09
O -18.877 9.761 6.896 -0.26
C -18.808 11.103 7.445 -0.18
C -17.332 11.476 7.721 -0.44
C -16.778 10.891 9.034 -0.06
N -17.404 12.895 7.894 0.03
H -20.260 8.474 6.192 0.09
H -20.798 10.166 6.478 0.09
H -20.599 9.149 7.929 0.09
H -19.280 11.844 6.768 0.11
H -19.381 11.144 8.388 0.13
H -16.711 11.206 6.824 0.15
H -17.358 11.251 9.890 0.08
H -15.731 11.180 9.202 0.08
H -16.874 9.789 8.986 0.08
H -16.691 13.182 8.530 0.06
H -17.466 13.390 7.026 0.04
C -15.460 7.256 1.681 -0.07
O -16.856 7.641 1.495 -0.24
C -17.598 6.555 0.907 -0.21
C -18.920 7.133 0.416 -0.40
C -19.733 7.661 1.651 -0.05
N -19.721 6.144 -0.349 0.03
H -15.044 8.119 2.149 0.08
H -14.965 7.036 0.738 0.09
H -15.445 6.415 2.375 0.07
H -16.974 6.212 0.096 0.11
H -17.690 5.724 1.605 0.12
H -18.700 7.972 -0.245 0.13
H -20.781 7.743 1.391 0.07
H -19.430 8.672 1.948 0.06
H -19.634 7.017 2.552 0.08
H -19.114 5.503 -0.797 0.04
H -20.196 5.520 0.332 0.08
C -16.494 2.713 3.540 -0.11
O -15.175 2.867 3.035 -0.19
C -14.401 3.659 3.901 -0.25
C -13.091 4.153 3.303 -0.48
C -12.124 2.986 3.128 -0.06
N -12.577 5.061 4.268 0.03
H -17.001 3.665 3.708 0.08
H -16.443 2.084 4.473 0.10
H -16.999 2.142 2.762 0.08
H -15.010 4.563 4.152 0.12
H -14.103 3.138 4.823 0.13
H -13.250 4.678 2.367 0.14
H -11.857 2.615 4.158 0.09
H -11.202 3.400 2.665 0.08
H -12.568 2.124 2.593 0.08
H -13.066 5.952 4.208 0.07
H -12.613 4.697 5.209 0.06
C -17.376 10.995 1.260 -0.09
O -17.020 12.348 1.598 -0.18
C -18.110 13.008 2.209 -0.21
C -18.133 13.042 3.785 -0.45
C -19.554 13.546 4.226 -0.05
N -17.077 13.662 4.499 0.04
H -17.695 10.404 2.120 0.07
H -16.517 10.560 0.767 0.09
H -18.218 11.021 0.558 0.09
H -18.044 14.076 1.917 0.13
H -19.078 12.641 1.828 0.12
H -17.981 12.044 4.155 0.12
H -19.552 13.646 5.305 0.05
H -20.309 12.803 3.931 0.08
H -19.834 14.538 3.803 0.08
H -17.076 14.663 4.296 0.09
H -16.275 13.183 4.119 0.08
N -13.553 6.752 7.851 0.19
C -13.297 8.042 7.782 -0.74
N -12.079 8.538 7.527 0.17
O -14.259 8.754 7.937 0.01
H -14.567 6.637 7.798 0.12
H -12.848 6.072 7.695 0.10
H -11.506 8.244 6.757 0.10
H -12.145 9.553 7.618 0.11
N -16.650 7.932 6.660 0.19
C -16.415 7.804 5.357 -0.71
N -17.445 8.084 4.519 0.20
O -15.336 7.482 4.948 0.03
H -17.372 8.548 6.934 0.05
H -15.794 8.147 7.140 0.04
H -17.221 8.127 3.541 0.06
H -18.381 8.318 4.766 0.07
```

- HOMO energy: -8.84 eV
- Orbital gap: 0.347 Eh

=====

[2]
A 8-piece molecular cluster, C18H52O8 overall at a distorted geometry, computed with ωB97M-V/def2-TZVPD.

The geometry in XYZ format:
```
78
Properties=species:S:1:pos:R:3:lowdin_charge:R:1
C 1.830 -0.953 -3.042 -0.05
C 2.273 0.383 -2.553 -0.50
C 2.289 1.521 -3.627 -0.03
O 1.374 0.675 -1.575 -0.07
H 1.606 -1.638 -2.224 0.07
H 2.518 -1.544 -3.646 0.09
H 0.909 -0.897 -3.622 0.07
H 3.257 0.367 -2.086 0.14
H 2.114 2.536 -3.270 0.06
H 1.524 1.341 -4.383 0.07
H 3.158 1.754 -4.243 0.07
H 0.506 0.437 -1.908 0.03
C -1.576 2.914 0.287 -0.06
C -0.992 4.273 -0.195 -0.42
C -0.033 3.987 -1.388 -0.07
O -2.162 5.023 -0.674 -0.07
H -2.342 3.212 1.003 0.06
H -0.742 2.507 0.859 0.07
H -2.000 2.311 -0.516 0.08
H -0.341 4.772 0.523 0.13
H 0.764 3.273 -1.180 0.05
H 0.388 4.936 -1.719 0.07
H -0.482 3.518 -2.263 0.08
H -2.743 5.201 0.069 0.07
C 5.029 0.295 1.314 -0.04
C 4.482 1.599 2.023 -0.46
C 3.208 2.046 1.290 -0.06
O 4.289 1.364 3.405 -0.06
H 4.399 -0.594 1.300 0.06
H 5.972 0.097 1.824 0.07
H 5.428 0.498 0.320 0.07
H 5.209 2.402 2.143 0.14
H 2.653 1.215 0.854 0.05
H 3.431 2.717 0.461 0.08
H 2.444 2.505 1.918 0.07
H 3.585 0.714 3.470 0.08
C 0.200 -3.891 0.115 -0.05
C 1.378 -4.036 1.046 -0.48
C 2.529 -3.021 0.823 -0.06
O 1.040 -4.033 2.441 -0.05
H -0.480 -4.714 0.335 0.09
H 0.555 -3.823 -0.913 0.08
H -0.415 -3.019 0.336 0.05
H 1.841 -5.007 0.865 0.13
H 2.157 -1.999 0.898 0.06
H 3.053 -3.184 -0.119 0.08
H 3.262 -3.237 1.600 0.08
H 1.295 -3.148 2.713 0.07
C -3.140 -1.771 -3.831 -0.05
C -2.213 -1.479 -2.631 -0.47
C -1.770 0.027 -2.783 -0.04
O -2.672 -1.793 -1.349 -0.04
H -3.821 -0.977 -4.134 0.07
H -3.793 -2.562 -3.464 0.08
H -2.592 -2.125 -4.705 0.08
H -1.332 -2.102 -2.789 0.12
H -0.995 0.274 -2.057 0.03
H -2.648 0.667 -2.702 0.09
H -1.415 0.065 -3.812 0.08
H -2.104 -1.381 -0.693 0.03
C -3.085 1.267 3.972 -0.02
C -3.207 -0.104 3.193 -0.43
C -3.996 -0.235 1.836 -0.02
O -1.909 -0.634 3.004 -0.09
H -2.414 1.190 4.828 0.07
H -4.066 1.534 4.366 0.08
H -2.676 1.935 3.215 0.06
H -3.821 -0.763 3.806 0.12
H -3.772 0.627 1.206 0.07
H -5.057 -0.046 2.001 0.08
H -3.875 -1.187 1.319 0.07
H -1.498 -0.883 3.835 0.11
O -0.804 -0.360 0.522 -0.04
H 0.130 -0.263 0.707 0.04
H -1.165 -0.761 1.312 0.00
O -2.600 -3.609 2.052 -0.04
H -2.795 -3.490 2.982 0.03
H -2.539 -2.719 1.704 -0.01
```

- HOMO energy: -9.85 eV
- Orbital gap: 0.363 Eh

=====

[3]
A 7-piece molecular cluster, C18H53N3O7 overall at a distorted geometry, computed with ωB97M-V/def2-TZVPD.

The geometry in XYZ format:
```
81
Properties=species:S:1:pos:R:3:lowdin_charge:R:1
C -3.956 0.662 -1.614 -0.16
O -2.929 -0.131 -1.185 -0.19
C -3.358 -0.881 -0.067 -0.22
C -2.270 -1.804 0.506 -0.40
C -1.983 -2.887 -0.487 -0.06
N -2.827 -2.371 1.775 0.06
H -3.885 0.940 -2.668 0.09
H -4.130 1.534 -0.998 0.07
H -4.937 0.151 -1.513 0.09
H -3.682 -0.199 0.672 0.11
H -4.147 -1.524 -0.409 0.12
H -1.442 -1.068 0.607 0.13
H -1.177 -3.488 -0.150 0.06
H -1.713 -2.633 -1.478 0.05
H -2.920 -3.500 -0.507 0.10
H -2.859 -3.394 1.739 0.07
H -2.179 -2.213 2.526 0.03
C -1.160 -3.009 -5.665 -0.10
O -0.679 -2.346 -4.521 -0.21
C -0.212 -1.007 -4.543 -0.17
C 0.344 -0.565 -3.160 -0.43
C 0.747 0.870 -3.066 -0.07
N 1.354 -1.439 -2.569 0.06
H -0.408 -2.840 -6.461 0.09
H -2.123 -2.644 -6.002 0.08
H -1.224 -4.054 -5.440 0.08
H 0.575 -0.935 -5.266 0.12
H -1.063 -0.382 -4.775 0.12
H -0.502 -0.612 -2.488 0.12
H 0.914 1.085 -2.030 0.05
H -0.008 1.582 -3.456 0.10
H 1.742 1.041 -3.536 0.09
H 2.132 -1.528 -3.213 0.09
H 0.975 -2.386 -2.461 0.10
C -1.547 2.535 0.082 -0.06
O -0.547 3.279 0.810 -0.23
C -0.289 2.929 2.146 -0.22
C -1.013 3.718 3.213 -0.45
C -0.606 5.139 3.233 -0.08
N -0.597 3.116 4.507 0.04
H -2.539 2.522 0.588 0.09
H -1.297 1.477 -0.090 0.06
H -1.637 3.122 -0.829 0.10
H -0.439 1.875 2.292 0.11
H 0.785 3.127 2.280 0.14
H -2.124 3.712 2.948 0.15
H -1.300 5.649 3.878 0.07
H -0.695 5.655 2.276 0.09
H 0.392 5.295 3.646 0.09
H -0.703 3.716 5.308 0.06
H -1.038 2.211 4.724 0.08
C 0.976 -4.822 3.380 -0.08
C 0.886 -3.313 3.175 -0.24
O -0.419 -2.880 3.737 -0.12
H 1.988 -5.197 3.387 0.07
H 0.318 -5.354 2.690 0.08
H 0.650 -5.060 4.385 0.06
H 0.780 -2.933 2.152 0.10
H 1.720 -2.857 3.701 0.10
H -0.466 -3.228 4.624 0.06
C 2.856 3.753 -1.793 -0.09
C 2.629 4.108 -0.350 -0.32
O 1.508 4.955 -0.068 -0.09
H 3.829 3.312 -1.836 0.06
H 2.908 4.660 -2.409 0.08
H 2.111 3.056 -2.174 0.04
H 3.466 4.788 -0.041 0.12
H 2.673 3.199 0.236 0.09
H 0.737 4.376 -0.004 0.04
C 4.452 -2.304 0.944 -0.16
O 3.921 -3.548 0.499 -0.12
H 3.597 -1.676 1.024 0.04
H 5.014 -2.261 1.881 0.08
H 5.129 -1.906 0.189 0.08
H 4.645 -4.166 0.302 0.08
C 1.367 -0.057 0.813 -0.16
O 1.526 -1.363 0.315 -0.16
H 1.553 -0.065 1.877 0.09
H 2.001 0.651 0.285 0.07
H 0.373 0.337 0.636 0.04
H 1.457 -1.303 -0.665 0.04
```

- HOMO energy: -9.15 eV
- Orbital gap: 0.362 Eh